{
  "formula": "C26H51BN4O2S2",
  "method": "wB97M-V/def2-TZVPD",
  "species": ["C", "C", "C", "C", "C", "C", "C", "C", "C", "B", "O", "O", "C", "C", "C", "S", "C", "N", "S", "N", "C", "H", "H", "H", "H", "H", "H", "H", "H", "H", "H", "H", "H", "H", "H", "H", "H", "H", "H", "H", "H", "H", "C", "C", "N", "C", "C", "C", "C", "H", "H", "H", "H", "H", "H", "H", "H", "H", "H", "H", "H", "H", "H", "H", "C", "C", "N", "C", "C", "C", "C", "H", "H", "H", "H", "H", "H", "H", "H", "H", "H", "H", "H", "H", "H", "H"],
  "coordinates": [[4.94, -0.57, -1.61], [5.87, 0.40, -2.47], [4.99, 1.51, -3.20], [4.24, 2.39, -2.11], [3.32, 3.46, -2.86], [2.31, 4.10, -1.81], [0.87, 3.46, -1.85], [0.63, 2.02, -2.08], [-0.80, 1.53, -2.05], [-1.26, -0.01, -2.23], [-1.47, -0.74, -1.02], [-1.49, -0.64, -3.48], [-0.37, -1.43, -3.92], [0.00, -2.66, -3.00], [-1.91, 2.47, -1.80], [-3.62, 1.81, -1.78], [-1.72, 3.93, -1.55], [-2.68, 4.89, -1.28], [-1.78, 6.29, -1.07], [-0.21, 5.78, -1.31], [-0.28, 4.42, -1.58], [4.83, -0.11, -0.59], [3.93, -0.61, -2.14], [5.37, -1.60, -1.58], [6.38, -0.21, -3.27], [6.69, 0.86, -1.84], [4.21, 0.97, -3.81], [5.65, 2.16, -3.84], [3.57, 1.77, -1.45], [4.98, 2.97, -1.49], [2.71, 3.01, -3.69], [3.99, 4.30, -3.22], [2.70, 3.94, -0.77], [2.26, 5.22, -1.97], [1.48, 1.31, -2.25], [-0.64, -0.69, -0.52], [-0.67, -1.86, -4.93], [0.57, -0.83, -4.13], [0.13, -3.57, -3.66], [-0.81, -2.92, -2.25], [0.98, -2.49, -2.47], [-4.10, 1.81, -3.07], [-4.96, -2.75, 3.17], [-6.10, -2.94, 2.17], [-6.60, -1.70, 1.60], [-7.84, -1.88, 0.85], [-7.80, -2.74, -0.41], [-5.61, -0.84, 0.96], [-4.80, -1.42, -0.20], [-5.26, -2.07, 3.97], [-4.69, -3.71, 3.61], [-4.07, -2.35, 2.69], [-6.91, -3.44, 2.71], [-5.76, -3.65, 1.39], [-8.25, -0.90, 0.60], [-8.58, -2.32, 1.53], [-7.34, -2.21, -1.24], [-8.82, -2.98, -0.72], [-7.28, -3.68, -0.26], [-4.91, -0.50, 1.73], [-6.10, 0.08, 0.62], [-4.46, -2.44, 0.00], [-3.91, -0.81, -0.36], [-5.37, -1.42, -1.13], [5.41, -1.60, 3.80], [4.47, -0.87, 2.86], [3.06, -1.16, 3.09], [2.19, -0.67, 2.03], [2.10, 0.84, 1.83], [2.58, -0.94, 4.45], [2.72, 0.47, 5.03], [5.26, -2.68, 3.75], [6.45, -1.40, 3.51], [5.30, -1.27, 4.83], [4.72, -1.19, 1.84], [4.68, 0.21, 2.91], [1.18, -1.06, 2.19], [2.52, -1.12, 1.09], [1.49, 1.32, 2.60], [1.61, 1.06, 0.87], [3.08, 1.32, 1.81], [3.10, -1.63, 5.11], [1.53, -1.24, 4.51], [3.69, 0.92, 4.81], [2.62, 0.43, 6.12], [1.94, 1.14, 4.67]],
  "homo_lumo_gap_ev": 6.67,
  "e_homo_ev": -7.8
}